{
  "formula": "C55H66N10OPSTi",
  "method": "ωB97M-V/def2-TZVPD",
  "species": ["Ti", "C", "C", "N", "C", "C", "N", "C", "C", "C", "C", "C", "N", "C", "C", "N", "C", "C", "N", "C", "C", "C", "N", "C", "C", "H", "H", "H", "H", "H", "H", "H", "H", "H", "H", "H", "H", "C", "C", "C", "C", "C", "C", "C", "C", "C", "C", "H", "H", "H", "H", "H", "H", "H", "H", "H", "H", "H", "H", "H", "H", "N", "P", "N", "C", "C", "C", "C", "C", "N", "C", "C", "C", "C", "C", "N", "C", "C", "C", "C", "C", "H", "H", "H", "H", "H", "H", "H", "H", "H", "H", "H", "H", "H", "H", "H", "H", "H", "H", "H", "H", "H", "H", "H", "H", "H", "H", "H", "H", "H", "H", "O", "S", "C", "C", "C", "C", "C", "C", "C", "C", "C", "C", "C", "C", "H", "H", "H", "H", "H", "H", "H", "H", "H", "H"],
  "coordinates": [[1.13294, 0.09951, 1.55649], [4.85394, 2.62681, 2.66959], [4.01174, 1.80131, 1.95209], [2.81374, 1.40211, 2.42309], [2.51224, 1.83651, 3.68919], [3.42634, 2.62401, 4.41389], [4.56094, 3.02871, 3.91219], [1.24194, 1.40981, 4.19969], [0.74114, 1.71301, 5.46799], [-0.48876, 1.20521, 5.87069], [-1.18486, 0.38991, 4.96589], [-0.67046, 0.15121, 3.70869], [0.53754, 0.64301, 3.31689], [-1.35766, -0.52039, 2.62979], [-2.62206, -1.05429, 2.69709], [-3.05126, -1.83259, 1.67269], [-2.50016, -1.69169, 0.53979], [-1.48466, -0.58969, 0.28769], [-0.62536, -0.54039, 1.46069], [-1.08676, 1.53601, 7.16509], [-0.31836, 1.67341, 8.32039], [-0.96296, 2.00641, 9.50229], [-2.26376, 2.20401, 9.58009], [-3.00106, 2.07161, 8.49509], [-2.46616, 1.73151, 7.26389], [5.79864, 2.96881, 2.27349], [4.30104, 1.45171, 0.96599], [3.21714, 2.92401, 5.42979], [1.29404, 2.35711, 6.13139], [-2.12546, -0.04649, 5.25199], [-3.25986, -1.00149, 3.56199], [-2.74216, -2.37089, -0.26091], [-2.04956, 0.38131, 0.27359], [0.74544, 1.49401, 8.30899], [-0.41486, 2.11251, 10.42769], [-4.06246, 2.23721, 8.61869], [-3.10356, 1.65051, 6.39809], [4.76824, -3.08509, -0.65681], [3.51414, -2.25769, -0.98691], [2.83014, -2.82849, -2.22411], [2.65854, -2.23369, 0.26019], [1.64634, -3.16009, 0.52129], [1.04614, -3.24239, 1.76769], [1.48004, -2.45369, 2.83689], [0.97354, -2.70059, 4.22499], [2.51194, -1.53219, 2.60279], [3.05854, -1.39649, 1.31019], [5.38284, -3.20159, -1.54451], [4.48664, -4.07729, -0.31401], [5.36604, -2.61559, 0.12099], [3.82974, -1.22839, -1.20631], [2.63284, -3.89059, -2.10561], [3.49314, -2.71729, -3.07831], [1.89974, -2.30619, -2.43291], [1.38024, -3.87939, -0.23411], [0.28444, -3.99099, 1.94319], [1.28204, -1.91199, 4.90689], [1.37454, -3.64369, 4.59579], [-0.10996, -2.78229, 4.24209], [3.02104, -1.07619, 3.45259], [3.96304, -0.80449, 1.17939], [-0.69506, -0.75019, -0.89581], [-1.49366, -1.17789, -2.21181], [-2.98966, -0.41789, -2.35431], [-4.27906, -1.00499, -2.70081], [-5.43516, -0.09779, -2.26261], [-5.05076, 0.65731, -0.99901], [-3.93556, 1.64221, -1.34811], [-2.97746, 1.03131, -2.38741], [-0.41026, -0.82919, -3.43821], [0.63474, 0.16071, -3.30311], [0.37534, 1.41421, -4.14111], [0.09584, 1.03991, -5.59531], [-1.03096, 0.01501, -5.66701], [-0.66676, -1.20089, -4.81731], [-1.86676, -2.81849, -2.32991], [-0.79006, -3.64699, -1.78701], [-1.25186, -5.08639, -1.61311], [-1.52076, -5.72159, -2.98531], [-1.88536, -4.63639, -4.00261], [-2.68756, -3.53849, -3.30971], [-4.36406, -1.96359, -2.18771], [-4.36976, -1.17109, -3.78201], [-6.31916, -0.71559, -2.10331], [-5.67076, 0.62421, -3.04751], [-4.70446, -0.05259, -0.24411], [-5.91276, 1.18871, -0.59691], [-3.39716, 1.91791, -0.44241], [-4.36116, 2.55281, -1.76811], [-1.95316, 1.36351, -2.19591], [-3.26356, 1.37351, -3.39051], [1.57714, -0.29529, -3.63271], [0.69834, 0.40071, -2.23841], [1.24984, 2.06641, -4.09191], [-0.47776, 1.95991, -3.73211], [0.99714, 0.61651, -6.04271], [-0.16136, 1.93181, -6.16731], [-1.18606, -0.29509, -6.70031], [-1.95756, 0.45651, -5.29301], [0.24184, -1.66449, -5.22611], [-1.47316, -1.93039, -4.85131], [-0.50826, -3.20279, -0.83071], [0.08574, -3.63119, -2.44631], [-2.15736, -5.10119, -1.00621], [-0.48786, -5.64789, -1.07471], [-2.33656, -6.43909, -2.90231], [-0.64436, -6.26489, -3.33751], [-2.47816, -5.05549, -4.81611], [-0.98336, -4.20449, -4.44061], [-3.52656, -4.01159, -2.78391], [-3.09866, -2.84859, -4.04381], [1.00454, 1.48921, 0.31709], [1.37164, 2.97971, 0.44159], [2.84634, 3.11291, -0.59451], [3.62614, 4.25751, -0.52161], [4.79384, 4.32541, -1.26671], [5.16574, 3.25961, -2.07341], [4.38384, 2.11441, -2.12961], [3.22544, 2.03081, -1.37411], [0.12584, 3.74661, -0.60571], [0.35154, 4.18721, -1.89651], [-0.70176, 4.74111, -2.60641], [-1.94966, 4.86531, -2.01901], [-2.16186, 4.42941, -0.71981], [-1.12216, 3.85781, -0.00921], [3.32104, 5.08431, 0.10119], [5.41864, 5.20311, -1.20901], [6.07194, 3.31221, -2.65591], [4.67584, 1.28031, -2.75121], [2.60964, 1.13741, -1.38481], [1.32884, 4.10091, -2.34311], [-0.54146, 5.08281, -3.61631], [-2.76316, 5.30531, -2.57411], [-3.13166, 4.54701, -0.26491], [-1.26576, 3.49121, 0.99879]],
  "forces_ev_per_a": [[1.564, -1.750, -1.937], [0.009, 0.077, 0.543], [-0.266, -0.370, -0.190], [0.486, 1.004, 1.625], [1.389, 0.193, -1.053], [-0.849, -0.437, -0.042], [0.629, 0.095, -0.641], [-1.373, -0.614, 0.692], [0.559, -0.074, -0.794], [-0.523, -0.615, -0.765], [0.486, 0.429, 0.603], [0.035, 0.340, -0.145], [-0.909, 0.887, 2.949], [-1.202, -0.390, 0.422], [1.465, 0.845, 0.444], [-0.803, -0.940, -0.470], [0.246, 0.363, 0.184], [-0.352, 0.384, -0.411], [-1.072, -0.221, 0.331], [-0.264, 0.139, 0.528], [-0.164, 0.000, -0.233], [0.338, -0.097, -0.111], [-0.315, 0.185, 0.647], [-0.079, -0.116, -0.305], [0.278, -0.003, 0.018], [0.031, -0.065, -0.184], [-0.074, 0.053, 0.104], [-0.110, 0.028, 0.084], [0.064, 0.076, 0.043], [-0.145, -0.065, 0.003], [-0.009, 0.121, 0.206], [-0.095, -0.249, -0.130], [0.112, -0.373, 0.045], [0.135, 0.005, 0.023], [0.143, -0.002, 0.041], [-0.091, 0.024, -0.077], [-0.096, 0.027, -0.101], [-0.061, 0.201, -0.078], [0.032, -0.168, -0.068], [0.045, 0.269, 0.175], [0.182, 0.190, 0.185], [0.111, 0.008, 0.195], [0.357, -0.002, -0.147], [0.361, 0.049, -0.036], [-0.045, 0.031, -0.049], [0.393, -0.654, 0.236], [0.257, -0.521, 0.125], [0.120, 0.016, -0.092], [-0.054, -0.141, 0.041], [0.078, 0.007, 0.078], [-0.056, -0.053, 0.060], [-0.084, -0.149, -0.008], [0.034, -0.016, -0.114], [-0.158, 0.000, -0.054], [-0.103, -0.006, -0.153], [-0.104, 0.015, -0.010], [0.007, 0.058, 0.085], [0.029, -0.033, 0.045], [-0.140, 0.005, 0.012], [-0.282, 0.107, -0.180], [-0.231, 0.077, -0.033], [-0.543, -0.359, -0.638], [0.151, -0.013, -0.271], [0.825, -0.469, 0.139], [-0.275, -0.208, -0.108], [0.090, -0.052, 0.205], [-0.084, 0.046, -0.184], [0.026, -0.235, 0.088], [0.143, 0.458, -0.011], [-0.475, -0.101, 0.466], [0.106, 0.485, 0.291], [0.109, -0.256, -0.137], [-0.198, 0.176, 0.128], [0.327, -0.081, -0.026], [-0.299, 0.034, -0.239], [0.310, 0.720, 0.137], [0.067, -0.203, 0.465], [0.053, 0.068, -0.151], [0.024, 0.020, -0.063], [-0.140, 0.028, 0.086], [-0.235, -0.044, -0.341], [-0.034, 0.006, -0.074], [0.065, -0.103, 0.066], [-0.010, 0.040, -0.085], [-0.062, -0.036, -0.040], [-0.056, 0.008, 0.065], [0.019, -0.032, 0.108], [0.060, 0.084, 0.022], [-0.038, 0.106, -0.002], [-0.057, 0.116, -0.094], [0.124, 0.033, 0.007], [0.100, 0.002, 0.018], [0.159, -0.004, -0.180], [0.035, 0.089, 0.086], [-0.008, 0.035, 0.034], [0.085, -0.031, -0.057], [0.030, 0.003, -0.069], [-0.111, -0.018, -0.025], [-0.094, -0.023, -0.015], [-0.105, -0.078, 0.006], [0.113, -0.093, -0.056], [0.071, -0.135, -0.142], [0.094, 0.051, 0.069], [-0.024, 0.016, 0.112], [-0.009, -0.029, 0.076], [0.014, -0.066, -0.026], [0.013, -0.075, 0.029], [0.036, 0.026, -0.026], [-0.008, 0.010, -0.078], [-0.069, 0.106, -0.136], [-0.054, -0.056, 0.076], [0.001, 0.875, -1.037], [0.086, 1.000, -1.393], [-0.118, -0.059, 0.227], [-0.175, 0.017, 0.056], [-0.031, -0.035, 0.019], [-0.002, -0.068, 0.001], [-0.015, 0.018, 0.082], [-0.404, -0.156, 0.006], [0.200, -0.131, 0.399], [0.207, -0.049, -0.052], [0.038, -0.011, 0.027], [0.009, -0.019, -0.013], [0.052, -0.031, 0.044], [-0.025, 0.032, 0.153], [0.018, 0.157, 0.112], [0.009, 0.105, -0.017], [0.104, 0.048, -0.047], [0.030, -0.029, -0.046], [0.060, 0.034, -0.097], [0.091, 0.012, -0.098], [0.033, 0.040, -0.116], [-0.075, 0.077, -0.059], [-0.108, -0.041, 0.080], [-0.114, 0.065, 0.109]],
  "nbo_charge": [1.8229, 0.0159, 0.0051, -0.5119, 0.1241, 0.0524, -0.3159, 0.2349, -0.2231, 0.0594, -0.2151, 0.2958, -0.6607, 0.0391, -0.0169, -0.4155, 0.1413, 0.0432, -0.7984, -0.0588, -0.2355, 0.0581, -0.3748, 0.0572, -0.2340, 0.2304, 0.2296, 0.2174, 0.2399, 0.2470, 0.2127, 0.2143, 0.1645, 0.2197, 0.2117, 0.2114, 0.2195, -0.5938, -0.2338, -0.6175, 0.0267, -0.1889, -0.0933, 0.0029, -0.6415, -0.3542, -0.3000, 0.2273, 0.2165, 0.2086, 0.2009, 0.2106, 0.2271, 0.2257, 0.2374, 0.2317, 0.2193, 0.2546, 0.2385, 0.2439, 0.2358, -1.1290, 2.4015, -0.8349, -0.1979, -0.4139, -0.4032, -0.3992, -0.2294, -0.8216, -0.2284, -0.4070, -0.4045, -0.4004, -0.2162, -0.8426, -0.2357, -0.4086, -0.4046, -0.4211, -0.2105, 0.2078, 0.1857, 0.2327, 0.2027, 0.2019, 0.2251, 0.1955, 0.2085, 0.2171, 0.1899, 0.1798, 0.2390, 0.2032, 0.1959, 0.2003, 0.2180, 0.2243, 0.1948, 0.1936, 0.2120, 0.2238, 0.1825, 0.2083, 0.2158, 0.2182, 0.2146, 0.2337, 0.2003, 0.1956, 0.2102, -0.9976, 1.2749, -0.2483, -0.2042, -0.1884, -0.1882, -0.1364, -0.2541, -0.1779, -0.2132, -0.1837, -0.1664, -0.1914, -0.2134, 0.2380, 0.2443, 0.2412, 0.2268, 0.2475, 0.2368, 0.2379, 0.2381, 0.2390, 0.2230],
  "orbital_gap_ha": [0.22827, 0.21876],
  "s_squared": 0.760,
  "largest_force_ev_per_a": 3.2,
  "charge": 2,
  "total_energy_ha": -4346.86014,
  "multiplicity": 2
}